1.
{"formula": "C2H3NO2S", "method": "ωB97M-V with the def2-TZVPD basis set", "homo_ev": -9.82, "smiles": "O=CN(O)C=S", "elements": ["C", "C", "H", "H", "H", "N", "O", "O", "S"], "coordinates": [[-0.95122, 0.64600, -0.84357], [0.88685, 0.30211, 0.70611], [0.25497, -1.93547, 0.37828], [-0.66119, 1.70226, -0.66597], [1.06461, 1.37674, 0.70833], [-0.13971, -0.14029, -0.08416], [-0.44125, -1.50140, -0.18706], [-1.83323, 0.25640, -1.59477], [1.82018, -0.70637, 1.58281]], "forces_ev_per_a": [[-1.56, 0.69, -1.58], [-0.10, -0.73, -0.04], [-0.38, 0.46, -0.30], [-0.33, -0.13, -0.29], [-0.38, -0.09, -0.24], [0.34, -1.50, 0.47], [0.94, 0.52, 0.65], [1.63, 0.68, 1.48], [-0.16, 0.09, -0.15]], "nbo_charge": [0.5191, -0.1219, 0.4904, 0.1231, 0.2255, -0.1609, -0.5026, -0.5117, -0.0610]}

***

2.
{"formula": "C30H37AsN2O8S2SbTi", "method": "ωB97M-V with the def2-TZVPD basis set", "homo_ev": [-7.82, -7.79], "multiplicity": 2, "s2": 0.757, "elements": ["Ti", "O", "S", "O", "N", "C", "C", "C", "C", "C", "C", "C", "C", "N", "C", "C", "C", "C", "C", "C", "C", "H", "H", "H", "H", "H", "H", "H", "H", "H", "H", "H", "O", "As", "O", "O", "C", "C", "C", "C", "C", "C", "S", "O", "O", "O", "H", "H", "H", "H", "H", "C", "C", "C", "Sb", "C", "C", "C", "C", "C", "C", "H", "H", "H", "H", "H", "H", "H", "H", "H", "H", "H", "H", "H", "H", "H", "H", "H", "H", "H", "H", "H"], "coordinates": [[0.01162, 0.58695, -0.34398], [-1.98680, 3.22408, -1.42871], [-2.73344, 2.36662, -0.54052], [-4.15744, 2.29395, -0.72566], [-2.06245, 0.88077, -0.52102], [-2.59178, -0.16884, -1.29832], [-3.71413, -0.16040, -2.13566], [-4.05203, -1.28240, -2.87630], [-3.28840, -2.43531, -2.84878], [-2.15284, -2.47650, -2.04485], [-1.22491, -3.59513, -2.12599], [0.10501, -3.52199, -1.97400], [0.83529, -2.30171, -1.70030], [0.48444, -1.33598, -0.95178], [-1.87310, -1.36508, -1.26632], [-2.45333, 2.93085, 1.11271], [-1.99944, 4.22628, 1.29875], [-1.92887, 4.73585, 2.58704], [-2.30654, 3.95216, 3.66780], [-2.75030, 2.65036, 3.46895], [-2.82500, 2.13249, 2.18579], [-4.32143, 0.72539, -2.20915], [-4.92475, -1.23386, -3.51360], [-3.53360, -3.28159, -3.47675], [-1.64406, -4.53865, -2.45776], [0.71440, -4.38617, -2.20235], [1.80605, -2.13692, -2.15840], [-1.70242, 4.81481, 0.44149], [-1.57297, 5.74506, 2.74635], [-2.25076, 4.35459, 4.67129], [-3.04596, 2.04022, 4.31312], [-3.18680, 1.12727, 2.00925], [-1.10608, 1.73811, -3.81602], [0.28704, 1.09570, -2.89797], [0.92901, -0.12807, -3.79326], [-0.81903, -1.44551, -0.33243], [1.44687, 2.69408, -3.02507], [1.58757, 3.32805, -4.25157], [2.37095, 4.46793, -4.37443], [3.02632, 4.99457, -3.26991], [2.90162, 4.37870, -2.03483], [2.11346, 3.24117, -1.93012], [1.97406, 2.48145, -0.34507], [2.09813, 1.00457, -0.58264], [2.94204, 3.04086, 0.54233], [0.55482, 2.59688, 0.10653], [-1.54158, 2.40674, -3.26269], [1.07069, 2.92300, -5.11279], [2.46973, 4.94822, -5.33963], [3.63760, 5.88177, -3.36780], [3.41081, 4.76059, -1.16073], [-0.27108, -2.76652, 2.89232], [-0.16196, -1.50075, 3.73855], [-1.52442, -1.05199, 4.25389], [0.79637, 0.06002, 2.58571], [2.85813, -0.61903, 2.69321], [3.22736, -1.36620, 1.41190], [3.16030, -1.48092, 3.91459], [0.74561, 1.66510, 4.03628], [1.19535, 2.97996, 3.41179], [1.52429, 1.34840, 5.30661], [-0.68746, -3.58739, 3.48347], [0.70019, -3.09137, 2.51148], [-0.92454, -2.60910, 2.03182], [0.49539, -1.69395, 4.58886], [-2.18747, -0.76970, 3.43093], [-1.44795, -0.20203, 4.93357], [-2.01084, -1.86816, 4.79613], [3.43629, 0.30842, 2.73853], [2.60981, -2.26035, 1.28491], [4.26837, -1.69867, 1.46406], [3.11405, -0.74179, 0.52797], [2.65396, -2.44665, 3.84307], [2.86673, -1.01702, 4.85459], [4.23381, -1.68486, 3.96334], [-0.31676, 1.73339, 4.28032], [2.24931, 2.94749, 3.12768], [1.06765, 3.79337, 4.13292], [0.62545, 3.22567, 2.51748], [2.58909, 1.22285, 5.10085], [1.16231, 0.44470, 5.80193], [1.42800, 2.17733, 6.01435]], "forces_ev_per_a": [[0.35, 0.55, 0.57], [-0.05, 0.07, -0.03], [0.02, 0.03, -0.01], [-0.01, -0.08, 0.06], [0.27, -0.17, -0.04], [-0.04, -0.13, -0.04], [0.00, 0.07, 0.01], [0.00, 0.00, 0.00], [0.01, 0.00, 0.00], [-0.05, 0.05, 0.01], [0.02, -0.03, 0.00], [-0.02, -0.04, 0.00], [0.18, 0.05, 0.07], [-0.32, -0.08, -0.25], [-0.04, -0.10, 0.02], [0.06, 0.02, -0.04], [0.04, 0.00, -0.02], [0.01, -0.01, 0.03], [0.02, 0.01, -0.01], [0.00, -0.02, -0.02], [-0.04, -0.01, 0.00], [0.01, 0.01, 0.01], [0.00, 0.00, 0.00], [0.00, 0.00, 0.00], [0.00, 0.00, 0.00], [0.00, 0.01, 0.00], [-0.01, 0.01, -0.01], [0.00, -0.01, 0.00], [0.00, 0.00, 0.00], [0.00, 0.00, 0.00], [0.00, 0.00, 0.00], [0.00, 0.00, 0.00], [0.05, -0.03, 0.05], [-0.08, -0.06, 0.04], [0.04, -0.01, -0.06], [-0.07, -0.07, -0.09], [0.00, -0.02, 0.01], [0.00, 0.00, -0.01], [0.00, -0.01, 0.01], [-0.01, -0.01, -0.01], [0.02, 0.00, 0.02], [0.00, 0.00, 0.01], [0.00, -0.02, -0.10], [-0.13, -0.09, 0.07], [0.00, 0.00, -0.01], [-0.13, 0.19, -0.09], [-0.01, 0.00, -0.01], [0.00, 0.00, 0.00], [0.00, 0.00, 0.00], [0.00, 0.00, -0.01], [0.00, 0.00, 0.00], [0.02, 0.01, 0.01], [0.05, 0.04, -0.04], [-0.01, -0.01, -0.04], [-0.07, -0.09, -0.07], [-0.05, 0.00, -0.04], [0.03, 0.02, 0.02], [-0.01, 0.01, -0.02], [0.02, -0.09, -0.01], [0.02, -0.02, 0.01], [-0.02, -0.02, -0.01], [0.00, 0.00, -0.01], [-0.01, -0.01, 0.01], [-0.01, 0.00, -0.01], [0.01, 0.01, 0.01], [0.00, 0.00, 0.00], [0.00, 0.02, 0.00], [0.00, 0.01, 0.01], [0.00, 0.00, 0.02], [0.00, 0.00, 0.00], [0.00, 0.00, -0.01], [0.00, -0.02, 0.00], [-0.01, 0.01, 0.02], [0.01, 0.01, 0.02], [0.00, -0.01, 0.00], [-0.02, 0.03, -0.02], [0.00, 0.01, -0.01], [0.02, 0.00, 0.00], [-0.02, 0.01, -0.01], [0.00, 0.01, 0.00], [0.02, -0.01, 0.01], [-0.01, -0.01, 0.01]], "lowdin_spin": [0.9409, 0.0008, -0.0002, -0.0009, -0.0080, 0.0012, 0.0008, -0.0003, 0.0011, 0.0029, 0.0131, 0.0002, 0.0277, -0.0043, 0.0100, 0.0001, 0.0000, 0.0000, 0.0000, 0.0000, 0.0001, 0.0000, 0.0000, 0.0001, 0.0007, 0.0001, 0.0007, 0.0000, 0.0000, 0.0000, 0.0000, 0.0000, -0.0059, -0.0053, -0.0044, 0.0080, -0.0020, -0.0002, 0.0000, 0.0000, 0.0001, -0.0002, 0.0023, -0.0030, -0.0008, 0.0280, -0.0001, -0.0001, 0.0000, 0.0000, 0.0000, -0.0002, -0.0017, -0.0001, -0.0007, -0.0007, 0.0002, -0.0002, 0.0006, -0.0001, -0.0001, 0.0000, 0.0000, 0.0000, -0.0002, 0.0000, 0.0000, 0.0000, 0.0000, 0.0000, 0.0000, 0.0001, 0.0000, 0.0000, 0.0000, 0.0000, 0.0000, 0.0001, -0.0001, 0.0000, 0.0000, 0.0000]}

***

Energy relative to the best compared isomer or geometry (same formula, charge and spin), record by record: 58.5; 109.9 kcal/mol
Max |F|, record by record: 2.3; 0.9 eV/A